Density functional theory data (the ωB97M-V functional and the def2-TZVPD basis) for a molecular structure, C36H56Br2N3O19.

Positions of all 116 atoms, in Å:
C: 0.636 -3.706 2.749
C: -0.590 -2.617 2.822
N: -0.587 -1.506 3.676
C: -1.940 -2.712 1.840
N: -1.742 -1.627 0.786
C: -0.555 -1.930 -0.120
C: -0.563 -0.607 -1.093
N: -1.723 0.262 -0.630
C: -1.978 1.596 -1.306
Br: -3.733 1.694 -2.263
C: -1.787 2.777 -0.143
C: -0.239 3.325 -0.094
Br: -3.116 4.231 -0.666
C: -2.502 -0.339 0.558
C: -3.776 0.255 1.402
C: -5.182 -0.566 1.213
C: -6.134 -0.143 2.521
O: -5.062 -2.031 1.258
H: 1.323 -3.370 1.835
H: 1.304 -3.602 3.709
H: 0.305 -4.807 2.509
H: -1.449 -0.935 3.532
H: -2.852 -2.523 2.556
H: -1.955 -3.803 1.362
H: 0.154 -2.862 -0.059
H: 0.228 -0.399 -1.951
H: -1.069 1.762 -2.062
H: -2.047 2.396 0.941
H: 0.509 2.418 0.113
H: -0.061 4.071 0.816
H: 0.022 3.856 -1.107
H: -3.491 0.217 2.537
H: -3.975 1.385 1.077
H: -5.800 -0.287 0.259
H: -6.697 -1.064 2.986
H: -5.515 0.351 3.385
H: -6.965 0.634 2.213
H: -4.739 -2.391 0.380
C: 0.778 1.595 7.327
C: 0.202 2.339 6.140
C: 0.955 2.118 4.863
O: 0.667 3.297 4.133
C: 0.428 4.274 5.060
O: 0.331 5.462 4.803
O: 0.321 3.742 6.315
H: 0.319 1.947 8.258
H: 0.609 0.518 7.236
H: 1.855 1.772 7.423
H: -0.863 2.103 6.029
H: 0.609 1.233 4.320
H: 2.040 2.053 4.999
C: -5.792 -1.057 8.933
C: -5.625 -0.157 7.726
C: -6.547 -0.487 6.591
O: -5.831 -0.004 5.468
C: -4.506 -0.066 5.802
O: -3.587 0.092 5.016
O: -4.349 -0.338 7.133
H: -4.971 -0.905 9.641
H: -6.740 -0.858 9.443
H: -5.767 -2.114 8.648
H: -5.710 0.894 8.026
H: -7.515 0.016 6.678
H: -6.712 -1.562 6.459
C: 0.260 -2.436 -7.393
C: 0.541 -2.070 -5.950
C: 0.068 -0.700 -5.569
O: 0.933 -0.367 -4.498
C: 2.093 -1.060 -4.712
O: 3.130 -0.879 -4.097
O: 1.936 -1.978 -5.713
H: 0.798 -3.349 -7.668
H: -0.810 -2.593 -7.558
H: 0.605 -1.652 -8.076
H: 0.137 -2.840 -5.282
H: -0.976 -0.694 -5.239
H: 0.196 0.045 -6.361
C: 2.817 3.543 -5.295
C: 1.684 3.719 -6.286
C: 0.478 4.401 -5.715
O: -0.566 3.909 -6.536
C: -0.160 2.680 -6.978
O: -0.879 1.881 -7.554
O: 1.156 2.462 -6.679
H: 3.580 2.871 -5.701
H: 3.283 4.504 -5.057
H: 2.462 3.088 -4.364
H: 2.049 4.227 -7.188
H: 0.542 5.491 -5.782
H: 0.265 4.118 -4.678
C: 4.517 -1.680 -9.184
C: 4.136 -3.146 -9.160
C: 4.555 -3.901 -10.385
O: 3.615 -4.961 -10.424
C: 2.487 -4.496 -9.807
O: 1.409 -5.066 -9.818
O: 2.727 -3.304 -9.182
H: 4.018 -1.141 -8.372
H: 5.599 -1.553 -9.079
H: 4.199 -1.202 -10.117
H: 4.513 -3.618 -8.244
H: 5.574 -4.291 -10.309
H: 4.461 -3.322 -11.311
C: 7.061 0.693 5.727
C: 5.855 -0.196 5.502
C: 4.867 0.359 4.520
O: 3.656 -0.252 4.931
C: 3.786 -0.501 6.269
O: 2.874 -0.848 6.999
O: 5.074 -0.300 6.681
H: 7.639 0.343 6.588
H: 7.710 0.705 4.846
H: 6.759 1.722 5.950
H: 6.179 -1.206 5.223
H: 5.105 0.089 3.487
H: 4.745 1.445 4.587

Force components x, y, z for each atom (eV/Å):
0.139 1.230 -0.593
-0.819 3.707 2.560
0.344 -5.068 -3.832
1.035 -0.814 1.689
0.391 1.121 -1.908
-2.931 6.675 -2.097
-1.562 -3.507 4.223
0.756 -3.209 1.299
1.850 0.836 1.029
1.355 -1.173 0.357
0.547 -0.164 0.220
0.071 -0.080 0.274
1.557 -0.300 1.242
4.334 -2.201 -2.519
0.332 -0.054 -0.517
-1.651 0.095 0.825
-0.142 0.415 0.056
0.891 1.111 -1.139
-1.404 -0.666 1.916
-1.556 -0.336 -1.880
0.409 2.282 0.769
0.547 -0.699 0.034
1.659 -0.309 -1.894
-0.334 2.640 0.695
-1.859 2.167 -0.010
-2.190 -0.046 1.874
-2.336 -0.560 1.442
0.231 0.733 -2.414
-1.728 1.794 -0.634
-0.687 -1.566 -2.098
-0.447 -1.062 2.021
-0.390 0.061 -2.100
0.638 -2.551 0.637
1.655 -0.260 1.564
1.326 1.638 -1.197
-1.131 -1.065 -2.050
1.756 -1.558 0.409
-0.618 0.885 1.360
-0.021 0.174 0.301
0.195 -1.183 1.034
0.042 -0.948 -0.392
-0.250 0.946 0.222
-0.184 2.579 -0.182
0.210 -2.690 0.445
0.067 0.852 -1.169
-0.056 -0.096 -0.192
0.059 0.191 -0.048
-0.160 -0.050 -0.128
0.078 -0.017 -0.126
0.081 0.194 -0.003
-0.126 -0.057 0.192
0.331 -0.189 0.141
-0.681 -0.399 1.393
-1.069 0.026 0.235
1.364 0.117 0.137
1.299 0.058 -0.645
-1.636 -0.284 1.173
0.349 0.336 -1.724
-0.218 0.109 -0.078
0.142 0.043 -0.107
-0.053 0.176 -0.067
-0.043 -0.071 -0.128
0.224 -0.025 -0.192
0.088 0.067 0.177
0.280 -0.188 -0.147
-0.969 -0.541 -1.263
-1.035 0.254 -0.380
1.043 -0.252 0.601
2.171 0.068 0.733
-2.261 -0.288 -1.138
0.600 0.964 1.206
-0.277 0.133 0.110
0.134 0.026 0.102
-0.074 -0.044 0.191
0.010 0.094 0.044
0.216 0.082 0.072
-0.044 -0.286 -0.010
0.154 -0.358 0.026
1.300 0.417 0.750
0.007 0.933 0.222
0.003 -1.048 -0.502
-1.460 -1.371 -1.117
1.568 1.658 1.320
-1.221 -0.200 -0.405
-0.075 0.223 0.001
-0.089 -0.108 -0.104
-0.055 0.085 -0.137
-0.140 0.019 0.079
-0.176 -0.213 -0.065
0.200 -0.048 -0.034
-0.295 0.279 0.065
0.866 1.172 0.259
0.911 -0.153 -0.268
-1.046 0.077 0.446
-2.133 -1.248 -0.222
2.385 1.307 0.112
-0.445 -0.991 -0.467
0.184 -0.153 -0.009
-0.149 -0.083 0.018
0.060 -0.179 0.060
0.003 -0.048 -0.129
-0.260 -0.092 -0.053
0.005 0.120 0.180
0.098 0.098 0.371
1.383 0.523 -0.191
0.226 0.136 -0.934
-0.323 -0.299 0.870
-1.698 -0.718 1.752
2.008 0.766 -1.731
-1.332 -0.254 -0.134
-0.045 -0.052 -0.242
-0.114 -0.065 0.104
-0.059 -0.159 -0.097
-0.110 0.073 -0.066
-0.205 -0.013 0.173
0.201 -0.054 0.091

## Properties
Spin multiplicity = 1
Charge = +1
Kohn-Sham gap = 8.575 eV